1.
Density functional theory data (the ωB97M-V functional and the def2-TZVPD basis) for a single C24H36FN3O5S molecule at a distorted geometry.

Computed properties:
energy relative to the best compared isomer or geometry (same formula, charge and spin): 18.17 kJ/mol
total charge: 0
HOMO: -8.884 eV
SMILES: CC(C)[C@@H](C(=O)NC[C@@H]1CCCO1)N(C(=O)CNS(=O)(=O)c1ccc(F)cc1)C1CCCCC1

XYZ file:
```
70
Properties=species:S:1:pos:R:3:forces:R:3
C 4.73442 0.04166 1.48979 -0.248 0.059 0.012
H 5.34825 0.64816 0.82658 0.127 0.062 -0.100
H 4.55115 -0.91473 1.00735 0.068 -0.144 -0.063
H 5.29202 -0.13749 2.40584 0.078 -0.032 0.069
C 3.42042 0.75182 1.80702 0.208 0.101 0.036
C 3.69170 2.06981 2.52977 -0.190 -0.282 -0.048
H 4.22663 1.88152 3.45746 0.067 0.020 0.095
H 2.75943 2.57443 2.77180 -0.055 0.130 0.062
H 4.29834 2.72962 1.91221 0.086 0.124 -0.075
H 2.82413 0.11476 2.46150 0.086 0.072 -0.109
C 2.65525 1.00815 0.49547 0.112 -0.309 0.198
N 1.40573 1.76245 0.66457 0.126 0.048 0.083
C 0.44352 1.27039 1.45508 0.048 0.479 0.199
O 0.61326 0.32523 2.21936 0.031 -0.056 0.261
C -0.97155 1.87604 1.44446 0.184 -0.036 -0.204
N -1.88634 0.83379 1.86569 -0.099 -0.577 -0.319
S -1.85820 -0.46546 0.77509 -1.064 0.094 0.079
O -1.03194 -0.12157 -0.34837 -0.174 0.222 -0.068
O -1.61740 -1.69066 1.47127 -0.157 0.004 0.340
C -3.56787 -0.43332 0.24851 0.590 -0.080 0.043
C -3.91416 0.25362 -0.89899 0.059 -0.010 -0.045
C -5.24289 0.32014 -1.28173 -0.175 -0.075 0.109
C -6.18916 -0.31027 -0.49061 0.169 0.025 0.022
C -5.85163 -1.00635 0.65922 -0.034 0.089 -0.123
C -4.51926 -1.06339 1.02841 -0.029 -0.065 -0.005
H -4.19953 -1.60175 1.90558 -0.071 -0.109 0.145
H -6.62222 -1.48801 1.23963 -0.072 -0.045 0.044
F -7.48233 -0.24674 -0.85352 0.098 -0.015 0.028
H -5.55104 0.84343 -2.17283 -0.034 0.036 -0.079
H -3.13626 0.71313 -1.48731 0.036 0.089 -0.142
H -1.60670 0.46721 2.76901 0.062 -0.173 0.058
H -1.04597 2.72024 2.13474 0.000 -0.034 -0.112
H -1.28698 2.17085 0.44686 0.155 0.291 0.063
C 1.15434 2.85441 -0.27331 0.045 0.056 -0.390
H 0.27244 3.38672 0.09108 0.044 -0.015 -0.031
C 2.27402 3.89837 -0.32660 -0.328 0.138 0.176
C 1.82674 5.05229 -1.22316 0.241 -0.122 -0.161
C 1.51732 4.54468 -2.62909 -0.300 0.163 0.091
C 0.43811 3.46585 -2.58862 0.291 -0.092 -0.104
C 0.86547 2.31840 -1.67852 -0.316 0.233 0.086
H 1.75989 1.84152 -2.08113 0.072 -0.085 0.031
H 0.08875 1.55321 -1.61810 0.055 -0.009 -0.028
H 0.25457 3.08745 -3.59513 -0.101 0.006 -0.012
H -0.49467 3.90091 -2.21925 -0.098 0.026 -0.023
H 1.19083 5.37507 -3.25807 0.069 0.001 -0.065
H 2.42500 4.12753 -3.06935 0.073 0.001 -0.070
H 2.61416 5.80713 -1.26576 -0.047 0.055 0.055
H 0.93617 5.52368 -0.80053 -0.035 0.078 0.036
H 2.49250 4.26191 0.67913 0.074 -0.045 0.044
H 3.18744 3.47848 -0.74754 0.067 -0.066 0.029
H 3.30102 1.62065 -0.13662 -0.094 -0.163 0.038
C 2.41110 -0.27796 -0.32491 0.265 0.457 0.280
O 2.82710 -0.35370 -1.46837 0.135 -0.064 -0.409
N 1.77124 -1.26558 0.30886 -0.174 -0.425 0.190
H 1.36737 -1.08243 1.21863 0.117 0.165 -0.077
C 1.36043 -2.47651 -0.36150 0.079 -0.465 -0.071
H 0.33146 -2.70563 -0.07497 0.073 -0.004 -0.053
H 1.40845 -2.29873 -1.43799 -0.089 -0.033 0.039
C 2.26853 -3.66437 0.01905 0.080 0.449 0.064
C 3.62746 -3.58782 -0.68529 -0.134 -0.086 0.193
H 3.96021 -2.56177 -0.81508 0.080 0.068 0.016
C 3.34275 -4.27488 -2.02444 -0.115 -0.011 0.041
H 4.18530 -4.87551 -2.36088 0.014 0.030 -0.049
H 3.12104 -3.53434 -2.79106 0.028 0.002 -0.049
C 2.10464 -5.14382 -1.73304 0.019 -0.223 -0.355
H 1.27960 -4.90261 -2.41530 0.079 -0.051 0.040
H 2.31472 -6.21436 -1.81036 -0.045 0.092 -0.055
O 1.71198 -4.89466 -0.39429 -0.136 -0.023 0.149
H 4.37435 -4.14224 -0.11626 0.002 0.017 0.027
H 2.35307 -3.70730 1.10985 0.020 0.043 -0.080
```
Forces are in eV/Å.



2.
Density functional theory data (the ωB97M-V functional and the def2-TZVPD basis) for a molecular structure, C24H36MoN11 at a distorted geometry.

Computed properties:
total charge: +1
HOMO: -8.784 eV

XYZ file:
```
72
Properties=species:S:1:pos:R:3:forces:R:3
Mo -0.92433 -0.41994 -0.28127 0.214 -1.285 -0.629
C -1.81903 -0.80521 -2.73509 0.045 0.325 0.402
N -1.01415 0.19169 -3.41012 -0.086 0.021 -0.079
C -1.84397 1.26549 -3.96124 0.039 0.050 0.018
C 0.21829 0.48186 -2.89580 0.109 -0.020 -0.032
N 0.59614 -0.12837 -1.78683 -0.072 0.153 0.116
C 1.93931 -0.23676 -1.34966 -0.070 0.023 0.033
C 3.07304 -0.18898 -2.15701 -0.011 0.055 -0.003
C 4.33980 -0.28763 -1.60551 0.005 0.005 0.054
C 4.48691 -0.40905 -0.22975 0.005 0.022 -0.050
C 3.36446 -0.51046 0.57418 0.005 -0.018 -0.040
C 2.08441 -0.50231 0.01945 0.040 -0.010 0.030
N 0.92170 -0.73427 0.79445 0.162 -0.097 -0.017
C 1.07823 -1.52502 1.86234 -0.105 0.097 0.074
N 1.78347 -2.68868 1.81453 -0.105 -0.007 0.000
C 1.97430 -3.38024 0.55175 0.015 0.003 -0.035
C 2.70085 -3.08393 2.87120 0.026 0.010 0.025
N 0.50329 -1.17682 3.02599 0.071 -0.021 -0.038
C 0.06887 0.20063 3.24396 0.015 -0.004 -0.036
C 0.14630 -2.13082 4.06385 0.009 -0.002 0.007
N 0.96959 1.39739 -3.56331 -0.090 -0.020 0.179
C 1.66923 2.44837 -2.83877 0.085 -0.100 0.019
C 1.00454 1.49946 -5.00935 -0.034 -0.008 -0.049
H -2.72775 -0.97280 -3.31091 0.059 -0.110 -0.068
H -2.24689 -0.38413 -1.77219 -0.247 -0.122 -0.250
H -1.29590 -1.75425 -2.62143 -0.003 0.039 0.064
H -2.58982 1.56239 -3.21801 0.002 0.005 -0.011
H -2.34882 0.92468 -4.86460 -0.005 -0.003 0.007
H -1.24555 2.13696 -4.19804 0.010 -0.003 -0.001
H 2.96658 -0.07512 -3.22610 -0.024 0.018 -0.044
H 5.20815 -0.24698 -2.24818 0.017 0.002 -0.003
H 5.47290 -0.43059 0.21401 0.011 -0.003 0.008
H 3.47609 -0.61202 1.64721 0.019 0.007 0.006
H 1.16290 -3.13129 -0.12932 0.013 -0.021 -0.004
H 1.96040 -4.45424 0.74034 0.002 -0.002 -0.001
H 2.92340 -3.11371 0.07834 -0.010 -0.011 0.010
H 2.68510 -2.35627 3.67731 0.012 -0.005 0.009
H 3.71531 -3.11678 2.46454 0.000 -0.010 -0.001
H 2.45583 -4.06911 3.27249 -0.001 0.002 -0.003
H 0.76041 0.88682 2.76180 -0.030 -0.004 -0.006
H 0.06296 0.38518 4.31680 -0.006 0.027 0.005
H -0.92171 0.37459 2.81890 -0.004 -0.003 0.049
H 0.19849 -3.14596 3.67626 -0.013 -0.006 0.020
H -0.87067 -1.92452 4.40268 -0.009 -0.006 -0.012
H 0.80182 -2.05205 4.93317 0.009 -0.001 -0.012
H 1.50169 2.34377 -1.77044 -0.015 -0.015 0.015
H 1.27438 3.41559 -3.16054 0.032 -0.003 0.003
H 2.74343 2.42178 -3.03099 0.010 -0.012 -0.001
H 0.40411 0.71308 -5.45846 0.008 -0.006 -0.006
H 2.03674 1.38964 -5.35358 -0.014 0.017 0.004
H 0.63636 2.47089 -5.35016 -0.004 -0.017 -0.010
C -1.43509 1.10462 0.31769 -0.154 0.946 0.259
C -1.49934 2.45029 0.87558 -0.161 -0.288 -0.148
C -0.32700 3.16484 1.13520 0.035 0.042 -0.004
C -0.38545 4.43736 1.68053 -0.019 -0.001 -0.003
C -1.61396 5.01915 1.96584 0.014 0.014 0.013
C -2.78476 4.31877 1.70646 0.023 0.004 -0.004
C -2.73066 3.04278 1.16859 0.022 0.066 0.051
H 0.63014 2.71231 0.89950 -0.015 -0.016 0.005
H 0.53040 4.97925 1.87799 0.005 0.017 0.007
H -1.65684 6.01436 2.38751 -0.009 0.007 0.003
H -3.74450 4.76779 1.92647 -0.004 0.013 0.006
H -3.64345 2.49474 0.97291 0.009 -0.023 -0.014
N -5.83066 -2.17634 0.98274 0.051 -0.024 -0.052
N -4.45176 -2.22497 1.04467 0.046 0.036 -0.054
N -3.83101 -2.52659 2.16678 0.004 0.020 -0.175
C -2.57173 -2.35610 1.80100 0.153 -0.149 0.001
N -2.45604 -1.98015 0.52361 0.002 0.563 0.222
N -3.69809 -1.88305 0.05211 0.017 -0.209 0.204
H -6.17288 -2.79533 1.70947 -0.060 0.013 -0.020
H -6.11424 -2.50099 0.06511 -0.043 0.002 0.003
H -1.73427 -2.52469 2.45135 -0.011 0.040 -0.014
```
Forces are in eV/Å.



3.
Density functional theory data (the ωB97M-V functional and the def2-TZVPD basis) for 12 unconnected molecules or ions with the total composition C24H36N12 at a distorted geometry.

Computed properties:
energy relative to the best compared isomer or geometry (same formula, charge and spin): 108.66 kJ/mol
total charge: 0
HOMO: -11.264 eV
SMILES: CC#N.CC#N.CC#N.CC#N.CC#N.CC#N.CC#N.CC#N.CC#N.CC#N.CC#N.CC#N

XYZ file:
```
72
Properties=species:S:1:pos:R:3:forces:R:3
C 4.30964 -0.38463 0.01319 -0.368 -1.745 -1.323
C 4.91388 0.65114 -0.81748 -0.225 2.209 -1.911
N 5.18382 1.49180 -1.59392 -0.405 -2.229 2.141
H 3.76048 -0.08169 0.87576 -0.049 0.780 0.545
H 5.00927 -1.16167 0.27482 0.700 0.079 0.407
H 3.60568 -1.00681 -0.60114 0.320 0.922 0.161
C 4.08317 4.17831 -3.56665 -1.304 -0.823 -0.075
C 3.13089 4.65024 -2.55681 -0.270 0.302 0.212
N 2.39517 4.96717 -1.72769 0.281 -0.197 -0.387
H 5.01345 4.71400 -3.46078 0.532 -0.500 0.324
H 3.72289 4.40024 -4.57464 -0.244 -0.025 0.183
H 4.03946 3.06016 -3.44158 0.959 1.134 -0.230
C -1.34672 3.36239 -2.42588 1.496 0.777 -0.171
C -1.97413 3.87165 -1.24356 -1.125 0.238 2.081
N -2.46735 4.15874 -0.23347 0.591 -0.200 -1.162
H -1.37835 2.29651 -2.38609 -0.525 -0.706 -0.375
H -0.27052 3.59131 -2.33914 -0.297 0.289 -0.271
H -1.75624 3.81816 -3.32791 0.040 -0.360 0.040
C 1.10143 3.25025 1.18893 0.060 0.219 0.788
C 2.03633 2.31939 1.77101 1.113 -0.041 0.970
N 2.85211 1.69443 2.29420 -0.528 -0.061 -0.332
H 1.55504 3.61279 0.29567 -0.123 0.148 -1.143
H 0.99436 4.14214 1.81771 -0.072 -0.364 0.135
H 0.17074 2.72166 1.08017 -0.502 0.144 -0.519
C 1.68595 0.27068 -2.95831 -2.072 0.555 1.309
C 1.65016 1.28568 -3.99195 0.690 0.158 -0.629
N 1.75375 1.96199 -4.91687 -0.272 0.162 0.333
H 2.53252 0.38951 -2.28238 0.059 -0.079 -0.289
H 1.67054 -0.68442 -3.46615 0.126 -0.286 0.261
H 0.73386 0.38397 -2.31136 1.468 -0.352 -0.965
C 2.55750 -4.88247 -2.75204 -1.134 0.433 -0.753
C 2.37077 -3.56110 -2.21164 -0.638 1.182 0.666
N 2.22450 -2.54533 -1.68589 0.141 -0.448 -0.419
H 2.32308 -4.87107 -3.85072 0.530 -0.313 1.098
H 1.90212 -5.53013 -2.16184 0.109 -0.030 -0.431
H 3.56221 -5.06755 -2.47263 1.196 -0.865 -0.414
C -3.88651 -2.20307 2.79875 -0.258 -0.051 0.211
C -3.92580 -2.74462 1.44932 0.072 0.143 2.412
N -4.05145 -3.21606 0.42845 -0.015 -0.803 -2.235
H -3.07556 -1.50515 2.85199 0.065 0.690 0.038
H -3.62910 -2.93142 3.58826 -0.460 0.015 -0.640
H -4.85630 -1.72209 2.97333 0.356 -0.054 0.284
C -0.97260 -5.56494 1.55684 -0.171 0.494 -0.912
C 0.00853 -5.42483 0.48945 -1.531 -0.617 1.179
N 0.79076 -5.35706 -0.32544 1.280 0.186 -1.302
H -0.40243 -5.49338 2.45219 0.118 -0.527 1.060
H -1.63464 -6.43111 1.42830 0.546 0.146 0.225
H -1.56708 -4.66672 1.54103 -0.457 0.337 -0.012
C 0.40918 -0.24194 3.79510 -0.710 0.955 -1.421
C -0.32699 -1.39981 3.28465 0.120 1.199 0.249
N -0.92733 -2.27743 2.87037 -0.133 -0.872 -0.328
H 0.50029 -0.34783 4.84292 0.342 -0.080 1.137
H -0.12958 0.75284 3.59806 0.710 -1.654 0.000
H 1.38080 -0.24860 3.29273 -0.078 0.341 0.272
C -2.74611 3.02197 3.57667 -0.704 -0.522 1.794
C -3.18285 1.66029 4.04777 -1.388 -1.462 0.100
N -3.61317 0.63020 4.41312 1.340 2.612 -0.920
H -1.72620 3.10099 3.94326 0.155 0.431 -0.171
H -3.38696 3.78955 4.09992 0.715 -0.810 -0.605
H -2.79079 3.16268 2.50851 -0.061 -0.182 -0.342
C -0.93602 -1.83882 -0.92024 -1.416 0.727 -1.892
C -0.75427 -0.65771 -0.13599 1.202 1.558 0.074
N -0.42566 0.35087 0.31943 -0.546 -0.474 0.223
H -1.02091 -1.51353 -2.01786 -0.393 -0.391 1.536
H -1.82450 -2.35090 -0.56151 0.003 -0.398 -0.358
H -0.05677 -2.41361 -0.92608 1.074 -1.018 0.495
C -4.31757 0.29173 0.18162 -1.710 0.051 -0.570
C -3.78285 0.73862 -1.09401 0.704 0.955 -2.830
N -3.38722 1.04452 -2.15560 -0.997 -0.908 2.781
H -5.20587 -0.37392 0.01017 1.063 0.367 0.143
H -4.65728 1.08788 0.83138 -0.039 0.555 -0.227
H -3.54063 -0.17498 0.71017 0.942 -1.047 0.698
```
Forces are in eV/Å.